This record from the Open Molecules 2025 dataset describes a 3-piece molecular cluster, C3H11NS overall at a distorted geometry. The level of theory is ωB97M-V/def2-TZVPD.

Cartesian coordinates (Å):
1 S -2.306 -1.231 -0.804
2 H -1.605 -0.922 -1.958
3 C 0.753 -1.282 1.361
4 C 0.321 0.160 0.949
5 N 0.855 0.558 -0.393
6 C -0.168 1.406 -1.058
7 H 1.818 -1.302 1.235
8 H 0.421 -1.494 2.363
9 H 0.293 -1.942 0.629
10 H -0.731 0.247 0.861
11 H 0.596 0.883 1.735
12 H -0.435 -1.110 -0.982
13 H 1.631 1.178 -0.285
14 H -1.058 0.839 -1.170
15 H 0.068 1.763 -2.031
16 H -0.452 2.249 -0.453

Output
- spin multiplicity = 1
- Kohn-Sham gap (eV) = 9.0
- E_LUMO (eV) = -0.244


This record from the Open Molecules 2025 dataset describes a 2-piece molecular cluster, C43H49F6N4 overall at a distorted geometry. The level of theory is ωB97M-V/def2-TZVPD.

Cartesian coordinates (Å):
1 C -0.101 2.345 3.019
2 C 1.111 1.417 3.058
3 C 1.423 0.979 4.487
4 C 2.319 2.018 2.341
5 C 3.296 2.712 3.056
6 C 4.256 3.470 2.391
7 C 4.269 3.510 0.999
8 C 3.347 2.788 0.248
9 C 3.467 2.881 -1.285
10 C 4.725 2.183 -1.794
11 C 3.414 4.318 -1.806
12 C 2.403 1.998 0.934
13 N 1.434 1.248 0.188
14 N 0.735 1.900 -0.772
15 N -0.046 0.961 -1.352
16 C -0.940 1.306 -2.423
17 C -0.785 0.685 -3.678
18 C 0.500 -0.075 -4.043
19 C 1.651 0.879 -4.364
20 C 0.267 -1.071 -5.179
21 C -1.783 0.879 -4.632
22 C -2.837 1.755 -4.387
23 C -2.897 2.458 -3.188
24 C -1.952 2.246 -2.183
25 C -2.087 3.025 -0.867
26 C -3.322 2.591 -0.084
27 C -2.085 4.538 -1.085
28 C 0.154 -0.270 -0.774
29 C -0.570 -1.437 -1.211
30 C -1.970 -1.402 -1.388
31 C -2.643 -2.526 -1.826
32 C -4.147 -2.487 -1.832
33 F -4.695 -3.272 -2.802
34 F -4.655 -2.914 -0.626
35 F -4.629 -1.215 -2.026
36 C -1.969 -3.691 -2.182
37 C -0.585 -3.717 -2.042
38 C 0.164 -4.964 -2.443
39 F 1.515 -4.764 -2.497
40 F -0.048 -5.990 -1.553
41 F -0.219 -5.417 -3.680
42 C 0.107 -2.644 -1.506
43 C 1.072 -0.119 0.239
44 C 1.486 -1.137 1.109
45 H -0.371 2.613 1.991
46 H -0.967 1.850 3.476
47 H 0.100 3.276 3.566
48 H 0.830 0.516 2.511
49 H 2.344 0.385 4.516
50 H 1.540 1.844 5.152
51 H 0.608 0.355 4.873
52 H 3.286 2.683 4.145
53 H 4.985 4.050 2.955
54 H 5.007 4.112 0.468
55 H 2.596 2.368 -1.699
56 H 4.767 1.148 -1.435
57 H 4.734 2.166 -2.892
58 H 5.627 2.706 -1.447
59 H 2.504 4.824 -1.467
60 H 4.283 4.900 -1.474
61 H 3.407 4.307 -2.903
62 H 0.790 -0.658 -3.160
63 H 1.796 1.614 -3.562
64 H 2.588 0.321 -4.488
65 H 1.445 1.427 -5.294
66 H -0.580 -1.731 -4.945
67 H 0.061 -0.539 -6.117
68 H 1.154 -1.699 -5.333
69 H -1.732 0.349 -5.584
70 H -3.601 1.906 -5.151
71 H -3.694 3.181 -3.005
72 H -1.196 2.791 -0.276
73 H -3.346 1.504 0.060
74 H -3.330 3.064 0.906
75 H -4.237 2.886 -0.615
76 H -1.170 4.849 -1.597
77 H -2.949 4.851 -1.683
78 H -2.125 5.050 -0.117
79 H -2.521 -0.493 -1.171
80 H -2.513 -4.556 -2.553
81 H 1.183 -2.694 -1.363
82 H 1.617 -2.105 0.627
83 H 2.037 -0.872 2.008
84 C -2.338 -3.257 2.130
85 N -1.084 -3.254 2.911
86 C -1.121 -3.552 4.283
87 C 0.044 -3.405 5.063
88 C 0.008 -3.689 6.431
89 C -1.179 -4.119 7.039
90 C -2.339 -4.276 6.263
91 C -2.310 -4.016 4.889
92 C 0.036 -3.038 2.198
93 H -3.148 -2.849 2.743
94 H -2.183 -2.622 1.251
95 H -2.609 -4.270 1.789
96 H 0.974 -3.073 4.604
97 H 0.919 -3.581 7.020
98 H -1.199 -4.347 8.107
99 H -3.269 -4.619 6.723
100 H -3.202 -4.184 4.283
101 H 1.005 -3.208 2.671
102 H -0.114 -3.169 1.118

Output
- spin multiplicity = 1
- Kohn-Sham gap (eV) = 5.9
- E_LUMO (eV) = -3.722
- total charge = +1


This record from the Open Molecules 2025 dataset describes a 2-piece molecular cluster, C4H9FIN overall at a distorted geometry. The level of theory is ωB97M-V/def2-TZVPD.

Cartesian coordinates (Å):
1 C -1.845 -1.732 0.277
2 C 1.867 1.777 -0.597
3 C -0.439 -1.628 -0.147
4 C -0.294 1.042 0.030
5 N 0.926 1.421 0.456
6 F -1.342 0.923 0.945
7 I 1.070 -1.959 1.290
8 H -2.153 -1.152 1.214
9 H -2.688 -1.247 -0.489
10 H -2.207 -2.757 0.322
11 H 1.962 0.948 -1.379
12 H 1.679 2.735 -1.030
13 H 2.912 1.830 -0.111
14 H -0.340 -2.204 -1.107
15 H -0.474 1.015 -1.046
16 H 1.366 0.987 1.372

Output
- spin multiplicity = 1
- Kohn-Sham gap (alpha / beta) (eV) = 7.0 / 7.9
- E_LUMO (alpha / beta) (eV) = 0.317 / 0.559


Energy relative to the best compared isomer or geometry (same formula, charge and spin), respectively: 75.36 0.00 47.44 kcal/mol.
E, respectively: -573.71142 -2485.89671 -609.96020 Ha.